96
Properties=species:S:1:pos:R:3:lowdin_charge:R:1 method="wB97M-V/def2-TZVPD" relative_energy_kj_mol=212.85 homo_energy_ev=-10.439 spin_multiplicity=1
O 1.45516 -1.19280 2.69050 -0.06
H 1.30441 -2.02746 3.13109 0.02
H 0.70007 -0.60083 2.80143 0.03
O -4.31936 -1.47296 -0.30639 -0.07
H -4.72265 -1.75071 -1.14858 0.03
H -4.77690 -0.74942 0.15168 0.01
O -2.96121 4.29054 -2.11352 -0.02
H -2.16193 4.76148 -1.96556 -0.01
H -2.66785 3.42888 -2.40600 0.04
O -0.67750 2.59735 -0.35922 -0.01
H -0.54720 3.46738 -0.65160 -0.01
H 0.13581 2.35463 0.09158 0.03
O 3.95055 -0.39290 2.97278 -0.06
H 3.17486 -0.93501 2.74581 0.01
H 4.46631 -0.75384 3.69138 0.05
O 4.73152 1.18353 0.83684 -0.07
H 3.79351 1.26388 0.93588 -0.02
H 5.03091 0.69211 1.64379 0.05
O 1.62415 -2.35491 0.06207 -0.07
H 1.48278 -1.75199 0.79019 0.00
H 1.61551 -1.72190 -0.73662 0.06
O 2.15554 -3.76037 3.46228 -0.05
H 2.76417 -4.00671 2.76876 -0.01
H 2.43518 -4.24366 4.25652 0.06
O -1.20256 -5.09730 -0.27216 -0.03
H -1.52152 -5.93430 0.02119 0.03
H -0.50628 -5.35421 -0.89671 0.01
O 4.59974 3.83099 0.17122 -0.05
H 5.27468 4.37181 -0.25698 0.07
H 5.03338 2.94660 0.19321 0.05
O -2.76061 -1.32645 -4.40571 -0.04
H -2.09582 -1.93110 -4.15961 0.00
H -2.76321 -0.62012 -3.74794 0.02
O 3.38540 -4.40901 1.02323 -0.04
H 3.20576 -5.29775 0.78914 0.03
H 2.77907 -3.90961 0.46546 0.01
O 2.46638 1.89528 -3.48859 -0.10
H 1.96171 2.60769 -4.02654 0.11
H 3.21553 1.46948 -3.96460 0.07
O -0.01725 5.15655 -1.71824 -0.08
H 0.09450 5.49975 -0.82093 0.00
H 0.91891 4.87894 -1.86305 0.05
O -2.36262 1.68152 1.56664 -0.09
H -2.84439 2.49438 1.80275 0.03
H -1.67360 1.99125 0.88520 0.04
O 0.78566 -4.33516 -2.50796 -0.12
H 1.71260 -4.13797 -2.80912 0.03
H 0.44737 -3.58621 -1.92197 0.03
O 1.50705 1.71553 4.05541 -0.08
H 2.13046 0.99122 3.82119 0.03
H 0.68836 1.19405 4.24967 0.03
O -4.99254 0.86872 0.52454 -0.02
H -5.53109 1.57079 0.12599 0.09
H -4.19267 1.33683 0.56266 -0.02
O -3.16343 4.49549 0.90395 -0.08
H -3.32343 4.47079 -0.05861 0.02
H -2.77215 5.37562 1.16759 0.07
O 2.17673 4.62281 -0.13973 -0.02
H 3.00066 4.17246 -0.14994 -0.02
H 2.41317 5.48527 0.05813 0.03
O 0.33594 -7.56517 -2.11813 -0.07
H 0.48797 -6.66486 -2.35913 -0.03
H 0.10521 -7.97988 -2.99637 0.07
O 1.32541 0.27706 -1.57218 -0.10
H 1.53741 1.04430 -0.99806 0.02
H 1.43250 0.56557 -2.54845 0.07
O -2.08413 -2.64004 0.81028 -0.05
H -2.02331 -3.24359 0.05639 0.02
H -2.82900 -2.12549 0.50848 0.00
O -2.58136 0.60238 -1.62874 -0.07
H -2.02684 1.24393 -1.12348 0.01
H -3.12648 0.03399 -1.02800 0.02
O -0.95072 0.35182 3.63760 -0.04
H -1.53451 0.70592 3.01222 -0.02
H -1.18898 -0.58173 3.68978 0.02
O -0.45100 5.55367 1.09291 -0.07
H 0.33687 6.00295 1.40468 0.05
H -0.53415 4.73946 1.63424 0.01
O -5.24961 -2.38466 -3.02397 -0.04
H -5.72792 -3.13943 -3.37012 0.05
H -4.70697 -2.09212 -3.74834 0.00
O 1.99210 2.07246 0.88002 -0.01
H 1.71813 1.93052 1.75574 0.01
H 1.97389 3.04902 0.82792 0.04
O -0.57711 -1.79813 -2.15592 -0.05
H -1.33260 -1.96053 -1.56689 0.04
H -0.13388 -0.98838 -1.89034 0.00
O -0.34014 3.66949 3.05153 0.00
H 0.17300 3.05126 3.52732 -0.01
H -1.22641 3.39809 3.21645 0.04
O 2.50544 -3.96441 -4.65982 -0.05
H 1.94385 -3.60226 -5.36927 0.07
H 2.63136 -4.88706 -4.87265 0.04
O -1.18490 -2.39593 3.26728 -0.04
H -1.43354 -3.13480 3.78658 0.04
H -1.31529 -2.65242 2.34655 0.01

=====

11
Properties=species:S:1:pos:R:3:lowdin_spin:R:1 method="wB97M-V/def2-TZVPD" homo_energy_ev="-17.473 / -17.453" spin_multiplicity=7 charge=+2
Mn -2.80488 -2.45419 -1.85998 4.98
I -1.01095 -0.38184 -0.79018 0.38
O 1.40567 2.43595 -0.41899 0.41
H 1.05420 1.54794 -0.35465 -0.01
H 0.85023 2.95652 0.16130 0.01
O -2.12290 0.08290 2.66270 0.02
H -2.77793 -0.57809 2.43851 0.00
H -1.55226 0.12519 1.89536 0.00
O 2.49159 -1.16707 -0.90272 0.22
H 1.55405 -1.20017 -1.09284 0.00
H 2.91315 -1.36718 -1.73847 0.00

=====

10
Properties=species:S:1:pos:R:3:nbo_charge:R:1 method="wB97M-V/def2-TZVPD" relative_energy_kj_mol=216.25 homo_energy_ev=-25.885 spin_multiplicity=1 charge=+3
In 5.48449 7.12883 13.03670 2.13
O 4.27174 9.71258 12.93467 -0.91
H 4.44819 10.67822 12.89867 0.58
H 3.30735 9.61613 12.82581 0.54
O 4.04650 7.56326 10.54660 -0.79
H 3.28344 8.00836 10.10751 0.57
H 4.25125 6.78971 9.97705 0.54
O 5.04549 5.09277 14.92046 -0.81
H 4.92327 5.32225 15.87175 0.57
H 4.60000 4.21964 14.80218 0.57

=====

8
Properties=species:S:1:pos:R:3:nbo_charge:R:1 method="wB97M-V/def2-TZVPD" smiles=N.N relative_energy_kj_mol=10.65 homo_energy_ev=-10.260 spin_multiplicity=1
N 0.00000 0.00000 0.00000 -1.07
H -0.42925 0.27995 0.88769 0.36
H -0.63241 0.30598 -0.74636 0.36
H 0.86277 0.54454 -0.09859 0.35
N 3.05577 1.11850 2.32515 -1.07
H 3.77259 0.40126 2.47475 0.36
H 3.06984 1.35016 1.32677 0.35
H 2.14982 0.67876 2.51626 0.36

=====

9
Properties=species:S:1:pos:R:3:nbo_charge:R:1 method="wB97M-V/def2-TZVPD" smiles=NO.N relative_energy_kj_mol=101.32 homo_energy_ev=-10.278 spin_multiplicity=1
N 1.62590 1.00274 0.12341 -0.51
O 2.15265 1.92258 1.11271 -0.62
H 2.30042 0.28818 0.42496 0.34
H 0.74972 0.65344 0.50169 0.33
H 2.38001 2.74360 0.62452 0.46
N -2.09161 -1.62941 -0.90095 -1.06
H -3.11514 -1.40971 -1.20459 0.36
H -2.03401 -2.54612 -0.59054 0.35
H -1.96793 -1.02530 -0.09122 0.35

=====

12
Properties=species:S:1:pos:R:3:nbo_charge:R:1 method="wB97M-V/def2-TZVPD" smiles="NN[Si](=O)O.O" relative_energy_kj_mol=212.60 homo_energy_ev=-10.264 spin_multiplicity=1
N -2.66393 0.49968 -0.27465 -0.64
N -1.77697 -0.48936 0.32042 -0.92
Si -0.10619 -0.04577 0.57769 2.27
O 0.57712 1.29165 0.33999 -1.22
O 0.66643 -1.42646 0.90578 -1.10
H -2.14889 1.43355 -0.11154 0.36
H -2.63900 0.30871 -1.25566 0.35
H -2.35154 -1.00416 0.89522 0.40
H 1.65333 -1.45123 0.83899 0.54
O 3.25568 0.12286 -0.54985 -0.99
H 2.39051 0.58564 -0.16694 0.50
H 3.14344 0.17488 -1.51944 0.47